C16H28ClCuN4O4 as an isolated structure, computed with ωB97M-V/def2-TZVPD.

Last column: Löwdin charge in e.
Geometry (Å):
Cu1 -24.5726 12.6588 20.2694  0.76
Cl1 -22.1184 13.1800 18.4180  0.67
O1 -20.9402 12.3912 18.2470  -0.32
O2 -22.2662 13.6590 19.8040  -0.39
O3 -21.9997 14.3967 17.6697  -0.31
O4 -23.3407 12.4492 18.1056  -0.38
C1 -19.1722 12.2189 15.0090  -0.11
C2 -19.4199 13.6201 14.4577  -0.24
C3 -20.2882 13.7656 13.2056  -0.18
C4 -21.3197 12.7455 13.0364  -0.25
N1 -22.1010 11.9129 12.9345  0.14
H1 -20.0669 11.6129 14.8374  0.06
H2 -19.0977 12.2664 16.0943  0.05
H3 -18.3256 11.6811 14.5824  0.07
H4 -18.5087 14.2182 14.4750  0.11
H5 -19.9889 14.1332 15.2457  0.10
H6 -19.5673 13.6564 12.3840  0.12
H7 -20.7715 14.7215 13.0038  0.12
C5 -24.4525 9.2923 17.6839  -0.11
C6 -24.3104 7.9323 17.0045  -0.26
C7 -25.5802 7.0801 17.0645  -0.19
C8 -26.0958 6.9738 18.4275  -0.24
N2 -26.5099 6.8900 19.4995  0.14
H8 -24.5092 9.1156 18.7624  0.07
H9 -25.4199 9.7430 17.4390  0.08
H10 -23.6527 9.9935 17.4621  0.06
H11 -23.5151 7.4094 17.5429  0.11
H12 -23.9672 7.9926 15.9719  0.11
H13 -25.3625 6.0868 16.6669  0.12
H14 -26.3734 7.4536 16.4129  0.12
C9 -18.9366 12.0397 24.0303  -0.10
C10 -19.0124 11.5162 22.5872  -0.27
C11 -19.7287 12.4480 21.6345  -0.20
C12 -18.9560 13.6662 21.3324  -0.23
N3 -18.3868 14.6274 21.0700  0.14
H15 -19.9122 12.4882 24.2518  0.07
H16 -18.1527 12.7778 24.1796  0.07
H17 -18.8474 11.2500 24.7757  0.07
H18 -19.3825 10.4920 22.5621  0.10
H19 -17.9706 11.3917 22.2806  0.10
H20 -20.6837 12.8368 21.9976  0.11
H21 -19.9418 12.0114 20.6567  0.09
C13 -18.6871 7.2947 16.7660  -0.11
C14 -18.3985 8.7794 16.6839  -0.25
C15 -19.0036 9.5801 17.8458  -0.19
C16 -18.3560 9.3593 19.1425  -0.22
N4 -17.8510 9.2186 20.1651  0.15
H22 -18.3264 6.8076 15.8553  0.07
H23 -19.7114 6.9387 16.8838  0.07
H24 -18.0970 6.8598 17.5762  0.08
H25 -18.7433 9.3212 15.8006  0.09
H26 -17.3115 8.8852 16.6592  0.12
H27 -20.0516 9.2959 17.9680  0.12
H28 -18.9931 10.6454 17.6188  0.08

Results
Net charge: 0
Lowest unoccupied orbital energy, eV: -3.040
Gap between HOMO and LUMO, eV: 7.6

C16H28FKN4O2PSSi as an isolated structure, computed with ωB97M-V/def2-TZVPD.

Last column: Löwdin charge in e.
Geometry (Å):
K1 -1.0246 0.2353 -1.7600  0.84
C1 2.5119 0.1201 -1.5421  -0.17
Si1 2.0953 -1.6947 -1.2057  0.41
C2 2.2495 -2.5615 -2.8451  -0.16
C3 3.3306 -2.4634 -0.0047  -0.17
N1 0.4737 -1.6576 -0.5746  -0.14
C4 -0.3127 -2.8425 -0.5639  -0.25
C5 0.2353 -4.1346 -0.5468  -0.04
C6 -0.5165 -5.2920 -0.5537  -0.07
C7 -1.8995 -5.2265 -0.5690  -0.08
C8 -2.4949 -3.9821 -0.5853  -0.01
C9 -1.7153 -2.8428 -0.5945  -0.24
F1 -2.4210 -1.6644 -0.6529  -0.09
H1 3.5846 0.3011 -1.4776  0.04
H2 2.0141 0.8170 -0.8685  0.00
H3 2.2089 0.3726 -2.5620  0.03
H4 3.2608 -2.4150 -3.2282  0.04
H5 1.5549 -2.1622 -3.5871  0.04
H6 2.0778 -3.6336 -2.7716  0.03
H7 4.2190 -1.8424 0.1228  0.03
H8 3.6692 -3.4305 -0.3783  0.03
H9 2.8888 -2.6331 0.9776  0.03
H10 1.3128 -4.2170 -0.5001  0.09
H11 -0.0156 -6.2500 -0.5356  0.11
H12 -2.5029 -6.1225 -0.5670  0.11
H13 -3.5694 -3.8655 -0.6040  0.12
S1 -1.9288 -0.7686 2.1765  0.91
C10 -0.4143 0.0978 2.3129  -0.64
N2 0.5645 -0.3409 1.5441  0.02
C11 1.7994 0.1579 1.7045  -0.11
C12 2.0928 1.1574 2.6043  -0.04
C13 1.0452 1.6652 3.3796  -0.05
C14 -0.2112 1.1217 3.2458  -0.07
H14 0.3930 -1.1446 0.3945  0.00
H15 2.5706 -0.2693 1.0768  0.08
H16 3.1052 1.5197 2.7025  0.11
H17 1.2219 2.4502 4.1020  0.11
H18 -1.0315 1.4464 3.8697  0.11
N3 0.3270 4.7650 -1.0679  0.11
C15 -1.1483 4.9395 -0.9420  -0.18
P1 -1.7393 3.2332 -0.4948  0.39
O1 -0.4513 2.6633 0.0936  -0.38
O2 -2.3317 2.5513 -1.6915  -0.42
C16 -3.0083 3.5622 0.7419  -0.34
N4 -3.6793 2.3169 1.0942  -0.03
H19 0.8675 5.5683 -0.7579  0.16
H20 0.5951 4.5398 -2.0239  0.16
H21 0.4806 3.8804 -0.4688  0.10
H22 -1.5722 5.3306 -1.8631  0.11
H23 -1.3309 5.6356 -0.1247  0.10
H24 -3.6773 4.3266 0.3157  0.10
H25 -2.5289 3.9841 1.6288  0.10
H26 -4.0794 1.8961 0.2620  0.07
H27 -4.4474 2.5057 1.7269  0.08
H28 -2.6977 0.2965 2.4362  -0.13

Results
Net charge: +1
Lowest unoccupied orbital energy, eV: -2.800
Gap between HOMO and LUMO, eV: 7.8

C16H28MnN2O3P2 as an isolated structure, computed with ωB97M-V/def2-TZVPD.

Last column: Mulliken spin population.
Geometry (Å):
Mn1 0.0725 0.7518 -0.3209  4.36
P1 2.1190 -0.7537 0.1994  -0.11
C1 2.3343 -0.7792 -1.6271  -0.03
C2 1.1135 -1.3513 -2.3070  0.01
N1 -0.0631 -0.8647 -1.8603  -0.10
C3 -1.2209 -1.3025 -2.3918  0.01
C4 -1.2272 -2.2679 -3.3961  -0.01
C5 -0.0194 -2.7556 -3.8865  0.01
C6 1.1680 -2.2858 -3.3392  0.00
C7 -2.5238 -0.7302 -1.8746  -0.01
P2 -2.3138 0.8820 -1.0328  -0.15
H1 2.1454 -2.6244 -3.6796  0.00
H2 -2.1928 -2.6009 -3.7794  0.00
H3 -0.0087 -3.4935 -4.6892  0.00
H4 -3.2425 -0.6013 -2.7013  -0.01
H5 -2.9814 -1.4158 -1.1373  0.00
H6 2.3804 0.3547 -1.8654  0.00
H7 3.2491 -1.3188 -1.8996  0.00
H8 0.9188 2.9131 -1.1250  -0.01
O1 1.3469 1.8792 -1.6148  0.06
H9 1.1312 1.9019 -2.5554  0.01
H10 -0.0011 2.7810 0.3955  0.00
O2 0.1374 3.5150 -0.3918  0.01
H11 0.2475 4.3972 -0.0106  0.00
C8 -2.6888 2.1171 -2.3138  0.00
H12 -3.7757 2.2440 -2.4142  0.00
H13 -2.2397 3.0765 -2.0175  0.00
H14 -2.2643 1.8097 -3.2790  0.00
C9 -3.6580 1.0144 0.1694  0.00
H15 -3.3505 1.7226 0.9511  0.00
H16 -4.5751 1.3806 -0.3127  -0.01
H17 -3.8474 0.0388 0.6371  0.00
C10 1.9993 -2.4788 0.7330  -0.01
H18 2.9866 -2.9641 0.7099  -0.01
H19 1.6159 -2.4827 1.7634  0.00
H20 1.2973 -3.0355 0.0983  0.00
C11 3.7161 -0.1594 0.8198  0.00
H21 3.5778 0.1722 1.8582  0.00
H22 4.4659 -0.9631 0.7890  0.00
H23 4.0590 0.6948 0.2189  0.00
O3 -0.2543 1.5338 1.4586  -0.02
N2 -0.2820 0.7901 2.6195  0.00
C12 -1.4412 0.1899 2.9554  0.00
C13 -1.4686 -0.6503 4.0511  0.01
C14 -0.3028 -0.8550 4.7926  0.00
C15 0.8789 -0.2161 4.4111  0.00
C16 0.8756 0.6107 3.2939  0.00
H24 -2.3178 0.3858 2.3323  0.00
H25 -2.4037 -1.1430 4.3096  0.00
H26 -0.3150 -1.5126 5.6600  0.00
H27 1.8056 -0.3561 4.9570  0.00
H28 1.7671 1.1145 2.9200  0.00

Results
<S²>: 6.24
Net charge: +3
Lowest unoccupied orbital energy (alpha / beta), eV: -12.364 / -9.941
2S+1: 5
Gap between HOMO and LUMO (alpha / beta), eV: 6.0 / 8.5

A 2-piece molecular cluster, C16H28N2O7 overall, computed with ωB97M-V/def2-TZVPD.

Last column: Löwdin charge in e.
Geometry (Å):
O1 0.8404 -0.5804 0.1329  0.06
C1 0.9879 -0.3252 -1.0588  -0.36
O2 0.1290 0.4602 -1.7677  0.14
C2 2.2095 -0.9992 -1.7594  -0.40
O3 2.2965 -2.3758 -1.3560  0.01
C3 3.5029 -0.3660 -1.2834  0.02
C4 4.5886 -0.1453 -2.1111  0.02
C5 4.5486 -0.4441 -3.5878  -0.33
O4 5.8039 -1.0021 -3.9916  -0.03
C6 3.4167 -1.4197 -3.9449  -0.31
O5 3.2631 -1.4452 -5.3664  -0.02
C7 2.1033 -0.9707 -3.2998  -0.04
H1 -0.6063 0.7423 -1.1883  0.09
H2 2.1533 -2.4305 -0.3934  0.11
H3 3.5883 -0.1071 -0.2317  0.11
H4 5.4909 0.2843 -1.6875  0.11
H5 4.3794 0.4970 -4.1239  0.16
H6 6.5318 -0.3878 -3.7986  0.10
H7 3.6738 -2.4222 -3.5822  0.16
H8 4.1131 -1.6991 -5.7688  0.10
H9 1.2913 -1.6306 -3.6210  0.14
H10 1.8667 0.0412 -3.6442  0.14
C8 0.6609 1.3299 3.9467  -0.10
C9 -0.6187 0.6876 3.3991  -0.22
C10 -1.2142 1.3981 2.1596  -0.31
C11 -1.6772 2.8248 2.5184  -0.04
C12 -2.3769 0.5518 1.5855  -0.19
N1 -1.8826 -0.7526 1.1230  0.12
C13 -2.6608 -1.8109 0.9124  -0.54
C14 -1.9846 -3.0385 0.3509  0.01
O6 -3.8614 -1.8183 1.1536  0.04
C15 -3.0931 1.2677 0.4261  -0.45
O7 -2.4760 1.5068 -0.6054  0.04
N2 -4.3642 1.6647 0.5396  0.05
C16 -5.2757 1.4156 1.6559  -0.06
H11 1.3896 1.4494 3.1441  0.08
H12 1.0838 0.6846 4.7172  0.07
H13 0.4412 2.3000 4.3915  0.06
H14 -1.3671 0.6547 4.1919  0.12
H15 -0.3635 -0.3399 3.1406  0.10
H16 -0.4368 1.4815 1.3985  0.13
H17 -2.4634 2.7857 3.2730  0.08
H18 -2.0502 3.3414 1.6338  0.08
H19 -0.8425 3.4107 2.9015  0.07
H20 -3.0866 0.3790 2.3925  0.14
H21 -0.8981 -0.8344 0.9013  0.09
H22 -1.2032 -3.3633 1.0351  0.08
H23 -1.5520 -2.7951 -0.6185  0.08
H24 -2.7259 -3.8276 0.2342  0.08
H25 -4.7370 2.1220 -0.2782  0.15
H26 -4.9349 1.9449 2.5476  0.08
H27 -5.3237 0.3432 1.8647  0.08
H28 -6.2775 1.7625 1.3974  0.09

Results
SMILES: O=C(O)[C@]1(O)C=C[C@@H](O)[C@H](O)C1.CC[C@H](C)[C@H](NC(C)=O)C(=O)NC
Net charge: 0
Lowest unoccupied orbital energy, eV: 0.645
Gap between HOMO and LUMO, eV: 10.2

Computed maximum force, in the same sequence as the records: 0.063, 0.033, 0.075, 0.066 Eh/bohr.
Computed relative energy (zero: lowest compared OMol25 entry of this formula, charge and spin), in the same sequence as the records: 292.8, 0.0, 58.1, 0.0 kJ/mol.